# 1
{"formula": "C33H88O33S11", "method": "ωB97M-V/def2-TZVPD", "symbols": ["O", "S", "O", "O", "C", "C", "C", "H", "H", "H", "H", "H", "H", "H", "H", "O", "S", "O", "O", "C", "C", "C", "H", "H", "H", "H", "H", "H", "H", "H", "O", "S", "O", "O", "C", "C", "C", "H", "H", "H", "H", "H", "H", "H", "H", "O", "S", "O", "O", "C", "C", "C", "H", "H", "H", "H", "H", "H", "H", "H", "O", "S", "O", "O", "C", "C", "C", "H", "H", "H", "H", "H", "H", "H", "H", "O", "S", "O", "O", "C", "C", "C", "H", "H", "H", "H", "H", "H", "H", "H", "O", "S", "O", "O", "C", "C", "C", "H", "H", "H", "H", "H", "H", "H", "H", "O", "S", "O", "O", "C", "C", "C", "H", "H", "H", "H", "H", "H", "H", "H", "O", "S", "O", "O", "C", "C", "C", "H", "H", "H", "H", "H", "H", "H", "H", "O", "S", "O", "O", "C", "C", "C", "H", "H", "H", "H", "H", "H", "H", "H", "O", "S", "O", "O", "C", "C", "C", "H", "H", "H", "H", "H", "H", "H", "H"], "coordinates": [[0.299, 2.236, 7.688], [1.597, 2.322, 7.054], [2.416, 1.122, 6.866], [1.504, 3.136, 5.586], [0.483, 2.702, 4.778], [-0.855, 3.607, 4.922], [2.557, 3.485, 8.107], [0.120, 1.701, 5.010], [1.038, 2.846, 3.851], [-1.371, 3.445, 5.869], [-1.703, 3.437, 4.259], [-0.670, 4.649, 4.663], [3.491, 3.481, 7.545], [2.694, 3.028, 9.087], [2.201, 4.515, 8.116], [-4.854, 5.671, 15.494], [-5.625, 6.564, 14.574], [-6.683, 6.049, 13.709], [-6.185, 7.988, 15.322], [-5.288, 8.806, 16.047], [-5.776, 9.482, 17.410], [-4.385, 7.381, 13.519], [-4.878, 9.605, 15.430], [-4.468, 8.153, 16.350], [-6.467, 10.280, 17.138], [-5.043, 9.942, 18.072], [-6.475, 8.893, 18.005], [-4.884, 8.194, 12.991], [-3.937, 6.748, 12.753], [-3.434, 7.615, 13.995], [-8.805, 9.756, 4.454], [-7.390, 9.844, 4.907], [-6.846, 9.276, 6.155], [-6.468, 9.221, 3.671], [-6.930, 9.256, 2.314], [-5.644, 9.239, 1.517], [-6.963, 11.653, 4.842], [-7.460, 10.192, 2.138], [-7.616, 8.413, 2.231], [-5.207, 8.242, 1.559], [-4.988, 10.100, 1.644], [-5.826, 9.376, 0.451], [-7.799, 12.279, 5.156], [-6.635, 11.826, 3.818], [-6.187, 11.740, 5.602], [-23.726, -2.143, 17.990], [-22.935, -0.933, 18.206], [-22.417, -0.530, 19.515], [-21.628, -1.091, 17.212], [-20.545, -0.240, 17.276], [-19.384, -0.970, 16.535], [-23.647, 0.535, 17.329], [-20.321, -0.041, 18.324], [-20.761, 0.780, 16.959], [-19.354, -2.042, 16.730], [-18.390, -0.530, 16.463], [-19.544, -1.034, 15.459], [-22.929, 1.346, 17.450], [-24.532, 0.702, 17.944], [-23.811, 0.328, 16.272], [-6.732, -7.306, 1.443], [-7.428, -7.123, 2.712], [-7.380, -8.122, 3.763], [-6.851, -5.674, 3.292], [-6.459, -4.671, 2.426], [-6.416, -3.438, 3.396], [-9.240, -6.712, 2.307], [-7.168, -4.373, 1.654], [-5.510, -4.892, 1.938], [-5.491, -3.435, 3.973], [-7.202, -3.254, 4.128], [-6.331, -2.462, 2.919], [-9.871, -6.390, 3.135], [-9.717, -7.625, 1.951], [-9.330, -6.074, 1.427], [-12.897, -4.357, 9.696], [-13.617, -5.028, 8.666], [-12.987, -6.009, 7.775], [-15.024, -5.649, 9.348], [-16.014, -6.340, 8.575], [-15.516, -7.829, 8.561], [-14.518, -3.763, 7.591], [-16.167, -5.960, 7.565], [-16.994, -6.309, 9.051], [-16.285, -8.506, 8.189], [-15.158, -8.029, 9.571], [-14.691, -7.955, 7.860], [-13.880, -2.913, 7.349], [-15.434, -3.391, 8.049], [-14.818, -4.301, 6.692], [-13.247, 4.736, 10.393], [-13.157, 3.294, 10.383], [-14.302, 2.356, 10.369], [-12.311, 2.940, 9.006], [-11.171, 3.687, 8.701], [-10.050, 2.636, 8.396], [-12.014, 2.790, 11.670], [-10.749, 4.254, 9.531], [-11.448, 4.426, 7.950], [-9.767, 2.073, 9.286], [-9.166, 3.130, 7.993], [-10.459, 1.940, 7.664], [-11.435, 3.679, 11.921], [-11.239, 2.206, 11.173], [-12.418, 2.316, 12.564], [-19.584, 10.517, 14.934], [-19.812, 9.190, 15.465], [-18.742, 8.421, 16.146], [-21.094, 9.266, 16.598], [-22.350, 9.770, 16.225], [-23.243, 9.981, 17.482], [-20.487, 8.105, 14.132], [-22.907, 9.059, 15.614], [-22.234, 10.726, 15.714], [-23.584, 9.018, 17.863], [-24.141, 10.579, 17.327], [-22.747, 10.443, 18.335], [-21.012, 8.759, 13.436], [-21.179, 7.347, 14.501], [-19.615, 7.753, 13.581], [-23.752, 4.305, 9.499], [-23.851, 3.169, 8.562], [-25.014, 3.030, 7.740], [-22.438, 3.039, 7.597], [-21.158, 3.357, 8.200], [-20.217, 2.976, 7.021], [-23.692, 1.568, 9.460], [-21.009, 2.752, 9.094], [-21.076, 4.410, 8.471], [-20.326, 3.547, 6.099], [-20.016, 1.926, 6.807], [-19.245, 3.289, 7.403], [-22.654, 1.321, 9.683], [-24.139, 0.870, 8.752], [-24.377, 1.650, 10.304], [-11.063, 14.070, 13.143], [-9.874, 13.498, 12.473], [-9.530, 14.051, 11.160], [-8.467, 13.683, 13.348], [-8.144, 14.979, 13.807], [-7.670, 15.917, 12.676], [-10.012, 11.636, 12.461], [-7.326, 14.905, 14.523], [-9.057, 15.296, 14.311], [-8.586, 16.114, 12.119], [-6.813, 15.556, 12.108], [-7.356, 16.904, 13.015], [-9.817, 11.368, 13.499], [-9.181, 11.227, 11.886], [-10.849, 11.191, 11.923], [-16.992, 8.733, -3.181], [-17.397, 8.050, -1.944], [-17.667, 6.638, -1.908], [-16.245, 8.288, -0.770], [-16.494, 7.934, 0.636], [-15.320, 7.075, 1.141], [-18.702, 9.023, -1.218], [-17.387, 7.309, 0.649], [-16.526, 8.809, 1.285], [-15.162, 6.150, 0.586], [-15.610, 6.764, 2.145], [-14.414, 7.630, 1.383], [-18.555, 10.067, -0.944], [-19.156, 8.539, -0.353], [-19.441, 9.010, -2.020]], "lowdin_charge": [-0.30, 0.68, -0.30, -0.26, -0.28, -0.05, -0.10, 0.11, 0.12, 0.06, 0.06, 0.06, 0.06, 0.07, 0.07, -0.32, 0.73, -0.29, -0.28, -0.28, -0.05, -0.14, 0.11, 0.10, 0.06, 0.07, 0.07, 0.07, 0.07, 0.07, -0.33, 0.71, -0.31, -0.30, -0.27, -0.07, -0.09, 0.11, 0.13, 0.08, 0.08, 0.08, 0.07, 0.06, 0.06, -0.28, 0.69, -0.30, -0.28, -0.30, -0.05, -0.10, 0.11, 0.11, 0.08, 0.07, 0.06, 0.06, 0.06, 0.07, -0.31, 0.70, -0.28, -0.28, -0.29, -0.07, -0.09, 0.11, 0.12, 0.07, 0.08, 0.07, 0.06, 0.06, 0.06, -0.27, 0.69, -0.31, -0.30, -0.26, -0.07, -0.10, 0.10, 0.12, 0.07, 0.08, 0.06, 0.06, 0.06, 0.05, -0.29, 0.68, -0.31, -0.28, -0.29, -0.05, -0.11, 0.11, 0.13, 0.07, 0.08, 0.07, 0.07, 0.06, 0.08, -0.30, 0.71, -0.31, -0.27, -0.30, -0.06, -0.11, 0.11, 0.12, 0.07, 0.07, 0.08, 0.06, 0.07, 0.07, -0.32, 0.68, -0.28, -0.30, -0.25, -0.07, -0.10, 0.11, 0.12, 0.08, 0.08, 0.07, 0.06, 0.06, 0.07, -0.31, 0.71, -0.32, -0.28, -0.28, -0.07, -0.09, 0.12, 0.11, 0.06, 0.08, 0.07, 0.06, 0.06, 0.08, -0.29, 0.65, -0.28, -0.30, -0.24, -0.07, -0.14, 0.10, 0.12, 0.08, 0.07, 0.08, 0.08, 0.07, 0.07], "smiles": "CCOS(C)(=O)=O.CCOS(C)(=O)=O.CCOS(C)(=O)=O.CCOS(C)(=O)=O.CCOS(C)(=O)=O.CCOS(C)(=O)=O.CCOS(C)(=O)=O.CCOS(C)(=O)=O.CCOS(C)(=O)=O.CCOS(C)(=O)=O.CCOS(C)(=O)=O", "spin_multiplicity": 1, "de_lowest_kj_mol": 974.92, "homo_lumo_gap_ha": 0.39666, "homo_energy_ev": -10.7, "total_charge": 0}



# 2
{"formula": "C4H2O2Yb", "method": "ωB97M-V/def2-TZVPD", "symbols": ["H", "O", "C", "C", "C", "C", "O", "Yb", "H"], "coordinates": [[-3.498, -0.737, -1.127], [-4.232, 0.637, 0.728], [-3.552, -0.132, 0.179], [-2.338, -0.134, -0.571], [-1.150, -0.413, -0.207], [0.107, -0.686, 0.273], [1.089, 0.096, 0.174], [3.446, 0.381, 0.689], [0.173, -1.589, 0.904]], "lowdin_charge": [0.33, 0.43, 0.03, 0.14, 0.23, -0.14, -0.11, 1.90, 0.18], "spin_multiplicity": 2, "de_lowest_kj_mol": 83.32, "homo_lumo_gap_ha": [0.26747, 0.28382], "homo_energy_ev": [-22.4, -23.2], "total_charge": 3}



# 3
{"formula": "C4H14NOS", "method": "ωB97M-V/def2-TZVPD", "symbols": ["C", "C", "C", "S", "C", "N", "H", "H", "H", "H", "H", "H", "H", "H", "H", "H", "H", "H", "H", "H", "O"], "coordinates": [[0.978, 0.360, 0.667], [0.252, 0.781, -0.572], [-0.267, -0.363, -1.428], [-2.065, -0.525, -1.098], [-2.696, -1.268, -2.629], [-0.050, -0.123, 1.731], [1.675, -0.461, 0.593], [1.484, 1.210, 1.099], [0.873, 1.499, -1.126], [-0.507, 1.516, -0.280], [0.191, -1.296, -1.116], [-0.045, -0.294, -2.485], [-2.463, -0.602, -3.451], [-3.774, -1.301, -2.531], [-2.276, -2.260, -2.735], [0.428, -0.812, 2.303], [-0.440, 0.624, 2.312], [-0.823, -0.566, 1.225], [3.814, 0.893, 3.416], [2.686, 1.913, 3.222], [3.024, 1.074, 2.881]], "lowdin_charge": [-0.14, -0.28, -0.46, 0.80, -0.38, 0.22, 0.13, 0.10, 0.13, 0.11, 0.07, 0.09, 0.04, 0.04, 0.04, 0.16, 0.17, 0.10, 0.06, 0.05, -0.06], "spin_multiplicity": 1, "de_lowest_kj_mol": 76.18, "homo_lumo_gap_ha": 0.32435, "homo_energy_ev": -12.1, "total_charge": 1}